Density functional theory data (ωB97M-V with the def2-TZVPD basis set) for an isolated molecule of C20H25NO3.

```
49
Properties=species:S:1:pos:R:3:forces:R:3:mulliken_charge:R:1
C -1.1179 0.2373 3.3978 -0.150 -0.143 0.152 -1.1117
O -0.5223 1.0788 2.4443 0.052 0.202 -0.431 -0.3771
C -1.0256 1.0719 1.1795 0.157 0.126 0.083 1.0677
C -2.1172 0.3355 0.7531 0.115 0.047 0.250 -0.6008
C -2.5613 0.4136 -0.5592 0.084 0.150 -0.192 -0.8386
C -1.9137 1.2201 -1.4755 -0.130 0.002 0.043 0.3018
C -2.3638 1.2898 -2.9113 -0.028 -0.226 0.002 -1.2011
C -2.3669 -0.0940 -3.5784 -0.145 0.106 -0.054 -0.8206
N -1.1535 -0.8207 -3.2877 0.032 0.376 -0.360 -0.1191
C -1.1582 -1.9627 -2.5596 0.603 -0.221 -0.213 0.5585
O -2.1743 -2.5664 -2.2898 -0.339 -0.229 0.247 -0.6671
C 0.2182 -2.4012 -2.0958 -0.249 0.074 0.262 -1.0625
C 0.5130 -1.7086 -0.7619 0.229 -0.224 -0.144 0.6542
C 1.8880 -2.0837 -0.2007 -0.292 0.182 0.016 -1.4455
C 2.1106 -1.3827 1.1092 0.133 -0.098 -0.070 0.4761
C 2.5927 -0.0809 1.1396 0.018 -0.042 0.013 -0.1610
C 2.7546 0.5860 2.3394 0.032 0.040 0.019 -0.4482
C 2.4389 -0.0449 3.5295 0.052 0.044 0.109 -0.4720
C 1.9579 -1.3424 3.5121 -0.022 -0.022 0.104 -0.7266
C 1.7908 -2.0043 2.3087 -0.023 -0.022 -0.009 -0.3351
C -0.8086 1.9586 -1.0548 0.123 0.091 0.099 -0.1657
C -0.3628 1.9070 0.2541 0.075 -0.044 0.243 0.4461
O 0.6944 2.6113 0.7503 -0.301 -0.248 0.130 -0.3835
C 1.3993 3.4589 -0.1177 0.083 0.134 -0.151 -1.0510
H -1.0515 -0.8148 3.1023 -0.006 0.033 0.005 0.3747
H -2.1665 0.5028 3.5723 0.033 -0.009 -0.022 0.4333
H -0.5503 0.3869 4.3143 -0.060 -0.056 -0.026 0.2653
H -2.6409 -0.3101 1.4392 -0.014 -0.058 0.128 0.4425
H -3.4153 -0.1727 -0.8586 -0.106 -0.122 -0.053 0.3172
H -1.7001 1.9572 -3.4662 -0.041 0.063 -0.001 0.3333
H -3.3741 1.7012 -2.9683 0.022 0.075 -0.099 0.3741
H -2.4857 0.0170 -4.6621 -0.105 -0.039 0.120 0.3816
H -3.1836 -0.7107 -3.1986 0.055 0.084 -0.107 0.3826
H -0.2859 -0.3226 -3.4091 0.024 -0.155 0.088 0.2536
H 0.9784 -2.1435 -2.8355 0.041 -0.006 -0.038 0.3503
H 0.2120 -3.4823 -1.9544 -0.028 0.017 -0.094 0.4077
H -0.2594 -1.9871 -0.0426 -0.032 0.054 0.025 0.3322
H 0.4602 -0.6242 -0.8871 -0.048 0.040 0.053 -0.2873
H 1.9395 -3.1654 -0.0620 0.062 -0.027 -0.033 0.4581
H 2.6613 -1.7940 -0.9165 0.041 -0.060 -0.011 0.3949
H 2.8454 0.4129 0.2116 0.018 0.066 -0.129 0.3047
H 3.1219 1.6008 2.3464 0.019 0.106 0.001 0.3481
H 2.5661 0.4741 4.4682 0.013 0.046 0.079 0.4193
H 1.7092 -1.8412 4.4384 -0.010 -0.034 0.072 0.4183
H 1.4111 -3.0168 2.2986 -0.023 -0.113 -0.011 0.3671
H -0.3045 2.5900 -1.7713 0.072 0.080 -0.040 0.3938
H 2.1821 3.9147 0.4867 -0.025 0.003 -0.072 0.2535
H 1.8607 2.9045 -0.9431 -0.034 0.008 0.012 0.3794
H 0.7578 4.2469 -0.5278 0.026 -0.048 0.003 0.3841
```
Positions in Å, forces in eV/Å.

Properties
Lowest unoccupied orbital energy = 0.618 eV
Molar mass = 327.4 g/mol
Gap between HOMO and LUMO = 8.55 eV
F_max = 0.013 Eh/bohr
HOMO = -7.9340 eV